Molecular formula: C3H2HoO3
Method: DFT, ωB97M-V/def2-TZVPD

```
9
Properties=species:S:1:pos:R:3:forces:R:3
O -0.602 -0.636 1.472 1.01 0.24 -0.49
C -2.539 2.316 -2.636 -0.07 0.12 -0.09
C 0.752 -0.678 1.457 -1.05 -0.23 1.02
O -2.374 1.441 -1.930 -0.02 0.16 -0.06
O 0.805 -0.252 -0.863 -0.32 -0.34 1.18
C 1.446 -0.474 0.311 0.45 0.09 -1.41
Ho -1.297 -0.308 -0.510 0.71 -0.28 0.25
H 1.268 -0.893 2.401 -0.27 0.14 -0.34
H 2.542 -0.515 0.297 -0.44 0.10 -0.06
```
Forces are in eV/Å.

<S²>: 6.024
Multiplicity: 5
Highest occupied orbital energy (spin up / spin down), eV: -12.207 / -11.136
Total charge: +1
Frontier orbital gap (spin up / spin down), eV: 7.0 / 5.5
DFT total energy, eV: -35074.877
LUMO energy (spin up / spin down), eV: -5.2 / -5.7



Molecular formula: C3H2I2
Method: DFT, ωB97M-V/def2-TZVPD

```
7
Properties=species:S:1:pos:R:3:forces:R:3
I -1.432 2.510 -0.015 0.28 -0.88 -0.06
C -0.474 0.651 -0.104 -0.97 -0.17 -0.59
C -0.485 -0.658 -0.143 0.17 1.33 -0.06
I -1.436 -2.496 -0.015 0.41 0.92 -0.13
C 0.876 0.102 0.006 1.76 -2.63 0.73
H 1.728 -0.046 -0.796 -1.99 0.77 1.34
H 1.224 -0.062 1.069 0.35 0.66 -1.23
```
Forces are in eV/Å.

Multiplicity: 1
Highest occupied orbital energy, eV: -8.890
Total charge: 0
Frontier orbital gap, eV: 9.1
DFT total energy, eV: -19341.392
Relative energy (zero: lowest compared OMol25 entry of this formula, charge and spin), kcal per mole: 16.2
LUMO energy, eV: 0.2
SMILES: IC1=C(I)C1



Molecular formula: C3H2I3O2
Method: DFT, ωB97M-V/def2-TZVPD

```
10
Properties=species:S:1:pos:R:3:forces:R:3
C 1.490 0.435 0.695 0.46 -0.61 -0.04
C -0.774 -1.112 -0.661 0.09 2.10 2.21
C 0.163 1.000 0.180 -1.45 -2.20 -0.41
O 1.537 0.179 1.899 -0.13 0.06 0.63
O 2.307 0.246 -0.203 0.82 -0.02 -0.77
I -2.661 -1.114 0.178 -0.58 -0.43 0.04
I -1.063 1.628 1.769 0.08 0.29 -0.76
I 0.174 1.889 -1.704 -0.18 0.51 0.11
H -0.891 -1.129 -1.687 -0.17 1.10 -2.26
H -0.283 -2.021 -0.465 1.05 -0.79 1.25
```
Forces are in eV/Å.

Multiplicity: 1
Highest occupied orbital energy (spin up / spin down), eV: -4.722 / -4.722
Total charge: -1
Frontier orbital gap (spin up / spin down), eV: 7.3 / 7.3
DFT total energy, eV: -31538.929
Relative energy (zero: lowest compared OMol25 entry of this formula, charge and spin), kcal per mole: 41.6
LUMO energy (spin up / spin down), eV: 2.6 / 2.6



Molecular formula: C3H2IN
Method: DFT, ωB97M-V/def2-TZVPD

```
7
Properties=species:S:1:pos:R:3:forces:R:3
C 1.819 0.045 0.070 -5.58 -1.22 -0.29
C -0.064 -0.490 -0.059 5.18 -1.60 -2.10
C -0.996 0.314 0.331 -0.97 -1.03 -0.99
N 2.917 0.307 -0.101 1.07 0.24 0.04
I -3.038 -0.050 -0.028 0.73 0.10 0.20
H 0.023 -1.383 -0.773 -0.47 1.30 1.81
H -0.662 1.257 0.560 0.03 2.20 1.33
```
Forces are in eV/Å.

Multiplicity: 1
Highest occupied orbital energy, eV: -10.266
Total charge: 0
Frontier orbital gap, eV: 9.7
DFT total energy, eV: -12730.404
Relative energy (zero: lowest compared OMol25 entry of this formula, charge and spin), kcal per mole: 47.8
LUMO energy, eV: -0.6



Molecular formula: C3H2IN2S
Method: DFT, ωB97M-V/def2-TZVPD

```
9
Properties=species:S:1:pos:R:3:forces:R:3
C 2.029 0.520 0.158 0.05 -1.96 -0.45
C -0.626 -0.265 -0.565 2.81 4.44 1.01
C 1.336 1.683 0.395 -1.97 -0.67 -1.06
N 1.626 -0.586 -0.620 4.67 1.89 0.99
N 0.458 -0.957 -0.762 -4.39 -0.85 -0.28
S -0.290 1.557 -0.165 -0.06 -1.67 -0.06
I -5.952 -1.880 1.594 0.08 0.04 -0.05
H 3.068 0.408 0.462 -0.18 0.06 -0.08
H -1.650 -0.481 -0.496 -1.01 -1.28 -0.03
```
Forces are in eV/Å.

Multiplicity: 1
Highest occupied orbital energy, eV: -3.422
Total charge: -1
Frontier orbital gap, eV: 3.7
DFT total energy, eV: -25056.921
Relative energy (zero: lowest compared OMol25 entry of this formula, charge and spin), kcal per mole: 67.9
LUMO energy, eV: 0.3



Molecular formula: C3H2INOS
Method: DFT, ωB97M-V/def2-TZVPD

```
9
Properties=species:S:1:pos:R:3:forces:R:3
C -1.249 -0.054 0.659 -3.03 0.38 1.50
C -1.319 0.026 -0.747 -4.33 0.29 -0.94
C 0.931 0.186 0.406 3.41 0.68 -0.77
N -0.043 0.035 1.117 1.34 0.29 -0.05
O -0.329 0.141 -1.422 2.66 0.05 -0.36
S 2.499 0.718 0.112 -1.80 -0.74 0.13
I 3.893 -1.261 -0.216 -0.10 0.03 0.02
H -2.020 0.156 1.423 0.02 -0.76 -1.08
H -2.362 0.053 -1.331 1.84 -0.21 1.54
```
Forces are in eV/Å.

Multiplicity: 1
Highest occupied orbital energy, eV: -8.400
Total charge: 0
Frontier orbital gap, eV: 6.8
DFT total energy, eV: -25614.069
Relative energy (zero: lowest compared OMol25 entry of this formula, charge and spin), kcal per mole: 54.1
LUMO energy, eV: -1.6



Molecular formula: C3H2INOS
Method: DFT, ωB97M-V/def2-TZVPD

```
9
Properties=species:S:1:pos:R:3:forces:R:3
C 0.994 -0.886 -0.070 -1.79 0.44 0.20
C 1.829 0.116 -0.207 2.22 -0.69 -0.26
C 0.709 2.531 -0.032 -1.21 0.64 0.26
N -0.479 2.486 0.086 -2.56 -1.59 -0.30
O 1.801 2.885 -0.025 2.35 0.31 -0.18
S -0.520 -1.474 0.052 -0.24 -0.28 0.68
I 3.913 0.145 0.028 -1.06 0.14 0.14
H 1.492 -1.391 -0.917 0.90 0.07 -0.80
H -1.198 1.758 -0.111 1.39 0.96 0.26
```
Forces are in eV/Å.

Multiplicity: 1
Highest occupied orbital energy (spin up / spin down), eV: -8.902 / -8.901
Total charge: 0
Frontier orbital gap (spin up / spin down), eV: 7.0 / 7.0
DFT total energy, eV: -25612.292
Relative energy (zero: lowest compared OMol25 entry of this formula, charge and spin), kcal per mole: 95.1
LUMO energy (spin up / spin down), eV: -1.9 / -1.9



Molecular formula: C3H2INS
Method: DFT, ωB97M-V/def2-TZVPD

```
8
Properties=species:S:1:pos:R:3:forces:R:3
C 1.063 0.733 -0.096 -1.12 4.18 -0.26
C -0.394 -1.269 -0.060 -1.63 -0.09 1.55
C 1.973 -0.153 0.019 -1.10 -3.83 -0.13
N 0.637 -1.947 0.039 2.48 2.32 -0.30
S -0.697 0.454 0.030 2.03 0.34 -0.74
I 3.982 0.013 0.009 0.19 -0.38 -0.01
H 1.420 1.814 -0.278 -0.95 -1.62 0.47
H -1.389 -1.665 0.172 0.09 -0.92 -0.58
```
Forces are in eV/Å.

Multiplicity: 1
Highest occupied orbital energy, eV: -9.077
Total charge: 0
Frontier orbital gap, eV: 8.3
DFT total energy, eV: -23565.107
Relative energy (zero: lowest compared OMol25 entry of this formula, charge and spin), kcal per mole: 79.6
LUMO energy, eV: -0.7



Molecular formula: C3H2IO2S
Method: DFT, ωB97M-V/def2-TZVPD

```
9
Properties=species:S:1:pos:R:3:forces:R:3
C 0.965 -0.097 0.810 -2.35 0.53 -1.56
C -0.053 0.141 0.197 -2.62 2.18 -2.60
C -1.422 0.797 -0.760 3.39 -1.61 1.64
O -4.144 0.656 -0.528 2.48 0.72 1.79
O -2.743 -0.282 1.345 -0.10 1.21 -0.77
S -2.974 0.911 0.463 -2.14 -2.21 -1.40
I -1.031 2.820 -1.404 0.20 -0.18 0.19
H 1.471 -0.382 1.640 1.68 -0.69 1.67
H -1.384 0.250 -1.732 -0.55 0.04 1.05
```
Forces are in eV/Å.

Multiplicity: 1
Highest occupied orbital energy, eV: -4.306
Total charge: -1
Frontier orbital gap, eV: 7.1
DFT total energy, eV: -26171.840
Relative energy (zero: lowest compared OMol25 entry of this formula, charge and spin), kcal per mole: 33.3
LUMO energy, eV: 2.8



Molecular formula: C3H2IO3
Method: DFT, ωB97M-V/def2-TZVPD

```
9
Properties=species:S:1:pos:R:3:forces:R:3
C 1.618 1.594 -0.209 0.19 1.26 2.77
C -0.658 -0.643 0.048 0.03 1.37 -1.06
C -1.161 -1.974 -0.124 0.30 -0.58 -0.25
O -0.807 -1.620 1.113 0.16 -1.35 1.24
O -1.449 -3.011 -0.661 -0.24 0.47 0.19
O 2.433 1.014 0.471 -0.16 -0.05 -0.79
I -2.538 0.707 0.302 -0.24 0.25 -0.22
H 0.976 2.380 0.343 0.21 -1.02 -1.09
H 1.586 1.553 -1.282 -0.26 -0.35 -0.79
```
Forces are in eV/Å.

Multiplicity: 1
Highest occupied orbital energy, eV: -3.819
Total charge: -1
Frontier orbital gap, eV: 7.0
DFT total energy, eV: -17384.661
Relative energy (zero: lowest compared OMol25 entry of this formula, charge and spin), kcal per mole: 58.7
LUMO energy, eV: 3.2